(1)
The following is a DFT calculation (wB97M-V/def2-TZVPD) of C31H57N2O5P3SiTi as an isolated structure.

* energy above the lowest of the compared OMol25 structures with the same formula, charge and spin: 187.6 kJ/mol
* 2S+1: 2
* net charge: +1
* LUMO energy (spin up / spin down): -3.17 / -3.31 eV
* orbital gap (spin up / spin down): 6.347 / 7.026 eV
* highest occupied orbital energy (spin up / spin down): -0.3497 / -0.3799 Eh

Geometry (Å):
Ti1 0.1227 -0.3512 0.1879
C1 0.0871 3.7843 4.9487
P1 -0.6413 2.4349 3.9322
C2 -1.5907 1.5619 5.2447
C3 -2.0077 3.3654 3.1289
C4 -2.8701 2.5052 2.1825
P2 -1.9965 1.4920 0.8883
C5 -3.4690 1.2837 -0.1936
C6 -1.0733 2.8657 0.0857
H1 -0.6894 4.3236 5.4985
H2 0.6292 4.4886 4.3131
H3 0.7956 3.3656 5.6682
H4 -2.2053 2.2643 5.8139
H5 -0.8934 1.0701 5.9292
H6 -2.2324 0.7882 4.8130
H7 -1.5455 4.1797 2.5650
H8 -2.6417 3.8127 3.8952
H9 -3.5487 3.1399 1.6147
H10 -3.4814 1.8109 2.7641
H11 -3.6975 2.2209 -0.7051
H12 -4.3086 1.0185 0.4498
H13 -3.3422 0.4984 -0.9269
H14 -1.7182 3.7310 -0.0786
H15 -0.6505 2.5492 -0.8622
H16 -0.2468 3.1516 0.7388
C7 3.3636 -0.7487 -1.9639
C8 2.6617 -1.9058 -1.3233
C9 3.0417 -3.2065 -1.5683
C10 2.4209 -4.2472 -0.8705
C11 1.4285 -3.9824 0.0403
C12 1.0596 -2.6466 0.2314
N1 1.6818 -1.6445 -0.4312
N2 0.0695 -2.1517 1.0360
Si1 -0.4999 -2.9163 2.5105
C13 -1.3439 -4.5294 2.2310
C14 -1.7062 -1.7112 3.2450
C15 0.9780 -3.1993 3.6001
H17 3.8902 -1.0747 -2.8586
H18 4.0983 -0.3358 -1.2663
H19 2.6639 0.0416 -2.2216
H20 3.8309 -3.4050 -2.2815
H21 2.7199 -5.2749 -1.0561
H22 0.9282 -4.7702 0.5934
H23 -2.0913 -4.4736 1.4294
H24 -1.8593 -4.8183 3.1561
H25 -0.6354 -5.3292 1.9868
H26 -2.1158 -1.0689 2.4650
H27 -1.2334 -1.0664 3.9987
H28 -2.5420 -2.2314 3.7290
H29 1.3092 -4.2442 3.5437
H30 0.7623 -2.9794 4.6542
H31 1.8149 -2.5716 3.2803
C16 -0.2729 -2.9530 -5.0426
C17 -0.9519 -2.6097 -3.7410
C18 -0.7850 -3.7216 -2.7255
C19 -2.4281 -2.2960 -3.9617
O1 -0.1990 -1.4206 -3.2337
P3 -0.7080 -0.3269 -2.2621
O2 0.4808 0.4521 -1.6814
O3 -1.3898 -0.9290 -1.0394
O4 -1.7001 0.6007 -3.0107
C20 -1.4896 1.5462 -4.1457
C21 -0.6828 0.8939 -5.2610
C22 -0.7856 2.7938 -3.6381
C23 -2.8919 1.8628 -4.6044
H32 -0.7108 -3.8679 -5.4495
H33 0.7968 -3.1173 -4.8816
H34 -0.3982 -2.1510 -5.7753
H35 -1.3139 -4.6115 -3.0739
H36 -1.1913 -3.4270 -1.7561
H37 0.2719 -3.9658 -2.6040
H38 -2.9143 -3.1903 -4.3507
H39 -2.5650 -1.4859 -4.6817
H40 -2.9257 -2.0194 -3.0290
H41 0.2867 0.5371 -4.9083
H42 -0.5091 1.6343 -6.0432
H43 -1.2220 0.0506 -5.7007
H44 0.1481 2.5424 -3.1314
H45 -1.4251 3.3496 -2.9476
H46 -0.5508 3.4377 -4.4866
H47 -3.4044 0.9551 -4.9353
H48 -2.8545 2.5693 -5.4388
H49 -3.4670 2.3110 -3.7909
C24 1.7314 0.5135 3.7165
C25 1.9005 0.8699 2.2888
O5 1.0710 0.4227 1.4370
C26 2.9826 1.7023 1.8006
C27 3.0522 2.0829 0.4546
C28 4.1126 2.8438 -0.0040
C29 5.1204 3.2352 0.8712
C30 5.0514 2.8766 2.2117
C31 3.9881 2.1217 2.6756
H50 0.8498 -0.1043 3.8438
H51 1.6262 1.4139 4.3247
H52 2.6091 -0.0355 4.0762
H53 2.2746 1.7815 -0.2278
H54 4.1601 3.1309 -1.0482
H55 5.9635 3.8084 0.5038
H56 5.8314 3.1839 2.8988
H57 3.9479 1.8451 3.7227

Forces on the atoms, in the same order (eV/Å):
Ti -1.92 -1.30 -1.63
C -0.05 0.01 -0.01
P -0.50 0.29 -0.15
C 0.05 -0.08 -0.01
C -0.10 -0.20 -0.36
C 0.42 -0.23 0.49
P -0.09 0.48 -0.25
C 0.06 0.04 0.08
C -0.04 -0.04 0.05
H 0.09 -0.01 0.01
H -0.04 -0.05 0.03
H -0.04 0.04 -0.02
H 0.02 -0.05 0.00
H -0.08 0.01 -0.02
H 0.07 0.13 0.04
H -0.03 0.03 0.02
H -0.10 0.11 0.00
H -0.11 0.09 0.01
H -0.06 0.01 0.00
H -0.04 0.01 0.07
H -0.06 0.00 -0.02
H 0.13 -0.09 -0.07
H -0.01 0.02 0.00
H 0.03 -0.05 -0.11
H 0.02 0.04 0.02
C 0.00 0.00 0.01
C -0.20 0.21 0.15
C 0.07 -0.17 -0.03
C 0.10 -0.09 -0.05
C 0.04 -0.26 0.13
C -0.24 0.15 0.45
N 0.29 -0.60 -0.27
N 0.19 -0.53 0.18
Si 0.17 0.40 -0.48
C -0.30 -0.50 -0.19
C -0.14 0.23 0.39
C 0.30 -0.19 0.37
H 0.03 0.02 0.01
H -0.02 -0.01 -0.02
H -0.04 -0.01 -0.01
H -0.03 -0.01 0.05
H 0.00 0.11 0.02
H 0.07 0.12 -0.15
H 0.10 -0.03 0.15
H 0.06 -0.03 -0.15
H -0.17 0.07 0.04
H -0.09 0.04 -0.02
H -0.12 -0.12 -0.17
H 0.15 0.10 -0.04
H -0.01 0.20 0.04
H 0.07 -0.06 -0.17
H -0.02 -0.02 0.09
C 0.23 0.01 -0.25
C -0.19 0.08 0.13
C 0.12 0.04 0.16
C 0.09 0.27 0.12
O 0.16 -0.43 -0.54
P -0.16 -0.05 0.12
O -0.24 0.11 0.05
O -0.47 0.03 -0.91
O -0.32 0.56 -0.40
C 0.17 -0.15 0.02
C -0.02 -0.19 0.10
C 0.02 -0.04 0.22
C -0.26 0.02 -0.10
H 0.05 0.08 0.02
H -0.13 0.01 -0.03
H 0.02 -0.10 0.07
H 0.04 0.04 0.02
H -0.01 -0.01 -0.03
H -0.07 0.01 -0.01
H 0.01 0.00 -0.02
H 0.02 -0.09 0.04
H 0.05 -0.04 -0.03
H -0.02 0.06 -0.01
H -0.04 -0.04 0.02
H 0.06 0.09 0.06
H -0.03 -0.01 -0.06
H 0.06 -0.06 -0.05
H -0.05 0.01 0.04
H 0.05 0.11 0.02
H -0.02 -0.08 0.09
H 0.03 -0.03 -0.07
C 0.49 -0.38 0.33
C -0.65 -0.10 -0.76
O 2.84 2.06 3.18
C 0.19 0.25 0.08
C 0.05 0.02 0.03
C -0.01 -0.01 -0.02
C -0.02 -0.07 -0.01
C 0.06 0.03 0.09
C 0.11 0.03 0.12
H -0.03 -0.03 -0.01
H 0.20 -0.17 -0.07
H -0.01 -0.01 -0.08
H -0.12 -0.06 -0.14
H -0.02 -0.03 0.07
H -0.07 0.01 0.05
H -0.05 -0.02 -0.06
H 0.02 0.03 -0.07

Here are the Mulliken charges for atoms 1 to 2, given in e: Ti -1.150; C -1.527


(2)
The following is a DFT calculation (wB97M-V/def2-TZVPD) of a 2-piece molecular cluster, Cl2FH2P2 overall.

* energy above the lowest of the compared OMol25 structures with the same formula, charge and spin: 281.5 kJ/mol
* net charge: +1
* LUMO energy (spin up / spin down): -8.51 / -8.08 eV
* orbital gap (spin up / spin down): 7.420 / 7.358 eV
* highest occupied orbital energy (spin up / spin down): -0.5856 / -0.5672 Eh

Geometry (Å):
F1 0.9679 0.5757 -1.5682
P1 -1.5352 0.7051 0.0283
P2 0.6159 0.2499 -0.0420
Cl1 1.8848 1.3640 0.9154
Cl2 1.6475 -2.5033 0.3314
H1 -1.7306 -0.0542 1.1981
H2 -1.8504 -0.3372 -0.8631

Forces on the atoms, in the same order (eV/Å):
F -0.53 -0.64 1.78
P -0.03 0.41 0.28
P 1.44 -1.19 -2.08
Cl -0.36 -0.09 0.24
Cl -0.71 1.78 -0.24
H 0.02 -0.06 0.13
H 0.18 -0.20 -0.12

Here are the natural (NBO) charges for atoms 1 to 2, given in e: F -0.521; P 0.260


(3)
The following is a DFT calculation (wB97M-V/def2-TZVPD) of a 2-piece molecular cluster, C6H17O6P overall.

* structure (SMILES): CC(C)CO[P@](=O)(O)OO.CCO
* LUMO energy: 0.53 eV
* orbital gap: 11.124 eV
* highest occupied orbital energy: -0.3894 Eh

Geometry (Å):
C1 0.6716 2.6674 -0.1750
C2 0.2994 1.3984 0.5882
C3 0.4880 0.1417 -0.2825
C4 -1.1010 1.5182 1.1865
O1 -2.0939 1.0817 0.2318
P1 -3.5750 1.6208 0.3598
O2 -4.2234 1.4536 1.6504
O3 -4.2376 0.9900 -0.9275
O4 -3.5489 3.2038 0.0224
O5 -2.9257 3.4355 -1.2559
H1 1.6525 2.5662 -0.6405
H2 0.7016 3.5372 0.4838
H3 -0.0488 2.8537 -0.9757
H4 0.9728 1.3144 1.4451
H5 1.3435 -0.4408 0.0533
H6 0.6580 0.4147 -1.3234
H7 -0.3843 -0.5090 -0.2503
H8 -1.3150 2.5585 1.4456
H9 -1.2095 0.9226 2.0928
H10 -3.8608 0.1379 -1.1680
H11 -2.2362 4.0570 -0.9867
C5 2.0689 -4.4526 -0.5795
C6 3.3166 -3.7190 -0.1280
O6 3.0261 -2.4309 0.4052
H12 1.5312 -3.8663 -1.3249
H13 2.3251 -5.4198 -1.0143
H14 1.3974 -4.6324 0.2635
H15 3.9806 -3.5368 -0.9726
H16 3.8693 -4.3185 0.6031
H17 2.4576 -2.5473 1.1732

Forces on the atoms, in the same order (eV/Å):
C 0.03 -0.03 -0.07
C -0.01 0.03 -0.04
C -0.06 -0.04 0.21
C 0.00 -0.01 0.13
O 0.03 0.17 -0.20
P 0.11 0.01 -0.01
O -0.05 -0.01 0.06
O -0.05 0.03 0.08
O -0.01 -0.03 -0.03
O -0.03 -0.04 0.03
H 0.02 0.00 0.02
H -0.04 0.01 0.00
H -0.02 -0.02 -0.01
H -0.02 0.08 0.04
H 0.08 0.01 -0.10
H -0.05 -0.02 -0.03
H -0.01 -0.01 -0.01
H 0.07 0.00 0.08
H -0.05 -0.11 -0.07
H 0.02 -0.06 -0.07
H 0.05 0.04 -0.02
C -0.02 0.03 0.00
C 0.00 0.01 -0.02
O -0.03 -0.01 0.04
H 0.00 0.00 0.00
H 0.00 0.00 0.00
H 0.00 -0.01 0.00
H 0.00 -0.01 0.00
H 0.01 0.01 0.00
H 0.01 0.00 0.00

Here are the natural (NBO) charges for atoms 1 to 2, given in e: C -0.604; C -0.247


(4)
The following is a DFT calculation (wB97M-V/def2-TZVPD) of one molecule with the formula C6H13N.

* structure (SMILES): C/C=C/C[C@@H](C)N
* energy above the lowest of the compared OMol25 structures with the same formula, charge and spin: 79.5 kJ/mol
* LUMO energy: 1.22 eV
* orbital gap: 9.765 eV
* highest occupied orbital energy: -0.3141 Eh

Geometry (Å):
C1 -2.8033 0.7910 -1.4290
C2 -1.3077 0.8095 -1.2906
C3 -0.6244 -0.2395 -0.8607
C4 0.8546 -0.2359 -0.5890
C5 1.1928 -0.0042 0.8913
C6 0.7782 -1.1872 1.7901
N1 2.5451 0.4196 1.1299
H1 -3.2491 -0.1923 -1.2591
H2 -3.3066 1.5417 -0.8128
H3 -3.0952 1.0419 -2.4566
H4 -0.9043 1.8064 -1.4492
H5 -1.1843 -1.1184 -0.5443
H6 1.2111 -1.2227 -0.8873
H7 1.4028 0.5106 -1.1724
H8 0.5340 0.8192 1.1589
H9 1.5959 -1.5673 2.3840
H10 -0.1590 -0.9770 2.2911
H11 0.4690 -2.0009 1.1141
H12 2.8264 1.3222 0.8025
H13 3.2242 -0.3168 1.1891

Forces on the atoms, in the same order (eV/Å):
C -0.40 -0.03 -0.73
C -1.18 0.13 0.47
C 0.49 0.62 0.33
C -0.02 -0.59 -0.25
C -0.57 0.48 0.13
C -0.46 -0.46 -1.84
N -0.27 -0.45 0.85
H 0.17 0.06 0.30
H 0.16 -0.13 0.16
H 0.12 0.07 0.02
H 0.60 -0.29 -0.22
H 0.08 -0.06 -0.28
H 0.45 -0.07 -0.08
H -0.32 -0.01 -0.07
H 0.08 0.38 0.23
H -0.07 0.15 0.56
H 0.28 0.17 0.79
H 0.33 -0.10 0.19
H 0.23 -0.12 -0.28
H 0.30 0.24 -0.29

Here are the natural (NBO) charges for atoms 1 to 2, given in e: C -0.639; C -0.182


(5)
The following is a DFT calculation (wB97M-V/def2-TZVPD) of H26O13 as an isolated structure.

* energy above the lowest of the compared OMol25 structures with the same formula, charge and spin: 1204.4 kJ/mol
* LUMO energy: 0.03 eV
* orbital gap: 7.124 eV
* highest occupied orbital energy: -0.2606 Eh

Geometry (Å):
H1 0.1067 0.5537 -0.0508
H2 1.0156 -0.6623 -0.1223
H3 -1.9040 -0.6239 -1.5444
H4 -0.7201 -0.0991 -2.3400
H5 -1.5377 4.2907 -1.9862
H6 -1.0754 4.3030 -0.5383
H7 -3.6908 -3.2338 0.1371
H8 -3.2218 -1.9603 -0.5473
H9 4.0807 1.6125 1.4662
H10 4.0821 0.3874 0.5666
H11 3.5962 -2.8590 -2.4539
H12 2.6271 -1.7299 -2.1441
H13 3.3265 4.1540 -1.6770
H14 2.1692 3.1691 -1.6494
H15 2.2109 -1.7952 0.2633
H16 1.8243 -2.4406 1.5839
H17 -1.3346 -1.9468 -3.4279
H18 -0.8414 -2.9483 -2.3965
H19 -3.8436 2.7498 1.1759
H20 -4.5192 1.5723 0.4924
H21 -2.3197 -0.0504 2.1197
H22 -2.6478 0.4198 0.7122
H23 -0.4817 -1.8122 3.2121
H24 -1.8530 -1.7916 2.5570
H25 2.2611 0.3059 2.1749
H26 3.4926 -0.2734 2.8515
O1 0.9961 0.2557 0.1707
O2 -1.3785 0.1709 -1.6899
O3 -1.8590 4.1754 -1.0848
O4 -2.9929 -2.8894 -0.4316
O5 3.4922 1.0381 0.9636
O6 2.6918 -2.6913 -2.1661
O7 3.1317 3.2101 -1.6810
O8 2.1410 -1.6120 1.2070
O9 -1.6383 -2.4972 -2.6973
O10 -3.6566 1.8902 0.7820
O11 -2.6704 0.7039 1.6329
O12 -1.2534 -1.2496 3.0822
O13 2.8960 -0.4161 2.1081

Forces on the atoms, in the same order (eV/Å):
H -0.14 0.06 -0.11
H -0.37 0.32 0.38
H 0.25 -0.14 -0.28
H -0.09 0.05 0.19
H -0.10 -0.04 0.06
H -0.11 -0.08 0.04
H 0.03 0.00 -0.01
H -0.07 -0.18 -0.06
H 0.10 0.18 -0.31
H -0.23 0.20 0.14
H -0.07 -0.05 0.04
H 0.03 0.02 -0.06
H 0.04 -0.10 -0.01
H 0.10 -0.18 0.13
H -0.02 -1.02 -0.85
H -0.23 -0.61 -0.09
H -0.07 -0.19 -0.15
H -0.08 -0.13 0.11
H -0.04 0.24 -0.27
H -0.26 0.31 -0.10
H 0.87 -0.13 0.28
H 0.40 0.11 0.47
H 0.06 0.18 -0.02
H 0.09 -0.18 0.05
H 0.02 -0.19 -0.09
H 0.49 0.73 0.69
O -0.55 0.60 -0.69
O -0.06 0.28 0.11
O 0.22 0.16 -0.10
O -0.17 0.02 0.43
O 2.58 4.84 -3.73
O -0.01 0.17 0.01
O -0.09 0.27 -0.15
O -4.24 -7.82 -5.60
O 0.23 0.24 -0.30
O -5.46 6.43 -4.35
O 4.33 -6.38 3.69
O 0.04 -0.53 0.20
O 2.57 2.54 10.34

Here are the natural (NBO) charges for atoms 1 to 2, given in e: H 0.487; H 0.453


(6)
The following is a DFT calculation (wB97M-V/def2-TZVPD) of C6H24MnN12O6 as an isolated structure.

* energy above the lowest of the compared OMol25 structures with the same formula, charge and spin: 82.1 kJ/mol
* 2S+1: 6
* net charge: +2
* LUMO energy (spin up / spin down): -4.34 / -4.34 eV
* orbital gap (spin up / spin down): 9.502 / 10.786 eV
* highest occupied orbital energy (spin up / spin down): -0.5089 / -0.5560 Eh

Geometry (Å):
Mn1 10.6430 7.5339 39.3654
C1 12.0507 9.3891 37.1469
O1 11.7774 8.2849 37.6623
N1 11.3545 9.8155 36.0747
N2 13.1703 10.0949 37.4322
H1 10.7134 9.1671 35.6598
H2 11.6644 10.6419 35.5990
H3 13.2773 10.9705 36.9528
H4 13.9224 9.7994 38.0251
C2 8.6562 6.9362 41.7839
O2 9.6591 7.0557 41.0596
N3 8.7588 6.9142 43.1335
N4 7.4231 6.6271 41.3296
H5 8.0067 6.8005 43.7866
H6 9.5980 7.3747 43.4598
H7 6.5842 6.9797 41.7542
H8 7.3437 6.3493 40.3625
C3 7.8467 8.8719 38.3325
O3 8.9119 8.4993 38.8740
N5 7.0347 9.7336 38.9591
N6 7.4733 8.4198 37.1306
H9 6.2702 10.2555 38.5579
H10 7.2374 10.1741 39.8414
H11 8.1680 8.1336 36.4656
H12 6.5526 8.6393 36.7884
C4 9.4705 4.7490 38.2105
O4 9.9866 5.8692 38.2425
N7 8.9870 4.1645 39.3487
N8 9.2950 3.9859 37.0825
H13 9.0234 4.5310 40.2814
H14 8.3782 3.3860 39.1744
H15 8.7218 3.1710 37.1531
H16 9.9470 4.1400 36.3319
C5 12.5079 9.5808 41.1302
O5 11.6666 8.9695 40.4413
N9 13.2748 8.9144 42.0199
N10 12.6550 10.9229 41.0189
H17 13.9334 9.4994 42.5065
H18 12.9156 8.0488 42.3783
H19 12.4289 11.2930 40.1105
H20 13.3969 11.3405 41.5562
C6 12.5873 4.8680 40.2868
O6 12.0656 5.9886 40.1812
N11 12.3896 3.7966 39.4953
N12 13.6312 4.7099 41.1597
H21 11.6598 3.7891 38.8135
H22 12.9418 2.9639 39.5725
H23 13.8350 5.5353 41.6910
H24 14.0638 3.8223 41.3268

Forces on the atoms, in the same order (eV/Å):
Mn 1.18 -0.34 -0.62
C 0.85 -2.13 -0.50
O 0.06 0.78 0.13
N -0.13 0.63 0.51
N -0.56 0.90 0.09
H -0.07 0.15 -0.09
H -0.27 -0.08 -0.44
H 0.39 0.05 0.02
H -0.27 -0.38 0.19
C 0.02 -0.77 0.54
O -1.22 -0.47 1.60
N 1.29 1.04 -0.14
N -0.41 -0.17 -1.17
H -0.27 -0.04 -0.18
H -0.19 -0.23 0.30
H 0.03 -0.14 0.29
H 0.02 0.37 0.01
C 1.46 0.06 0.88
O -1.28 0.90 -0.66
N -1.25 1.11 0.68
N -0.70 -0.03 -0.55
H 0.07 -0.55 -0.77
H 0.81 -0.67 0.13
H 0.05 -0.30 0.18
H 0.12 0.08 -0.20
C -0.60 0.23 0.92
O 0.13 -0.93 -1.11
N -0.44 -0.57 -0.92
N 0.54 1.25 0.82
H 0.17 0.49 -0.16
H 0.01 -0.31 0.58
H 0.20 -0.43 -0.39
H -0.37 -0.10 -0.26
C -1.12 -1.06 -0.68
O 0.61 1.08 0.53
N 0.09 1.09 -0.27
N 0.42 -0.50 0.11
H 0.10 -0.65 0.59
H 0.20 -0.06 0.09
H -0.05 0.25 0.12
H -0.05 0.39 -0.24
C 1.93 0.58 -0.04
O -0.26 -0.75 0.04
N -0.74 -0.06 -0.20
N -0.98 0.36 -0.26
H -0.10 0.13 -0.08
H 0.08 -0.02 0.12
H 0.34 -0.27 0.24
H 0.16 0.07 0.24

Here are the natural (NBO) charges for atoms 1 to 2, given in e: Mn 1.587; C 0.806